# 1
{
  "formula": "C11H29LiO4",
  "method": "wB97M-V/def2-TZVPD",
  "symbols": ["Li", "C", "C", "O", "H", "H", "H", "H", "H", "C", "C", "C", "O", "H", "H", "H", "H", "H", "H", "H", "H", "C", "C", "C", "O", "H", "H", "H", "H", "H", "H", "H", "H", "C", "C", "C", "O", "H", "H", "H", "H", "H", "H", "H", "H"],
  "coordinates": [[-2.914, 16.706, -25.142], [-2.282, 19.860, -22.534], [-3.143, 19.687, -23.833], [-2.753, 18.666, -24.735], [-2.202, 18.959, -21.926], [-2.698, 20.622, -21.875], [-1.269, 20.166, -22.794], [-3.249, 20.659, -24.313], [-4.163, 19.506, -23.497], [0.641, 14.806, -26.268], [-0.454, 14.777, -25.195], [0.066, 14.211, -23.881], [-0.878, 16.107, -24.986], [0.103, 14.649, -27.203], [1.396, 14.020, -26.283], [1.179, 15.754, -26.285], [-1.237, 14.106, -25.546], [-0.729, 14.193, -23.136], [0.931, 14.752, -23.498], [0.443, 13.192, -23.962], [-0.101, 16.647, -24.823], [-4.134, 14.467, -28.473], [-3.149, 15.294, -27.668], [-2.157, 16.082, -28.459], [-3.824, 16.190, -26.853], [-4.860, 14.003, -27.806], [-3.624, 13.640, -28.967], [-4.697, 15.081, -29.176], [-2.608, 14.646, -26.978], [-2.637, 16.946, -28.918], [-1.589, 15.486, -29.174], [-1.394, 16.492, -27.797], [-4.292, 16.674, -27.538], [-4.886, 16.530, -22.469], [-3.535, 15.854, -22.571], [-3.419, 14.740, -21.506], [-3.499, 15.253, -23.810], [-5.022, 16.892, -21.450], [-5.713, 15.832, -22.598], [-5.072, 17.311, -23.207], [-2.721, 16.580, -22.566], [-2.637, 14.011, -21.720], [-4.351, 14.181, -21.432], [-3.301, 15.243, -20.547], [-4.045, 14.465, -23.763]],
  "gap_ha": 0.2475
}

=====

# 2
{
  "formula": "C11H30BrN2O4Sr",
  "method": "wB97M-V/def2-TZVPD",
  "symbols": ["Sr", "Br", "C", "O", "C", "C", "N", "C", "C", "O", "C", "H", "H", "H", "H", "H", "H", "H", "H", "H", "H", "H", "H", "H", "H", "H", "C", "O", "H", "H", "H", "H", "C", "C", "C", "O", "C", "N", "H", "H", "H", "H", "H", "H", "H", "H", "H", "H", "H"],
  "coordinates": [[34.471, -6.430, 23.401], [36.215, -5.702, 21.122], [41.641, -1.619, 21.425], [40.359, -1.769, 21.930], [40.061, -3.072, 22.432], [38.555, -3.229, 22.566], [38.033, -2.966, 23.925], [38.504, -1.666, 24.448], [37.611, -1.236, 25.611], [37.863, -2.083, 26.709], [37.315, -1.598, 27.935], [42.013, -2.386, 20.728], [42.415, -1.731, 22.208], [41.819, -0.643, 20.985], [40.625, -3.239, 23.352], [40.380, -3.731, 21.609], [38.216, -4.211, 22.241], [38.059, -2.535, 21.885], [38.303, -3.620, 24.652], [38.559, -0.925, 23.652], [39.524, -1.743, 24.849], [36.620, -1.112, 25.156], [37.943, -0.231, 25.907], [36.263, -1.875, 27.988], [37.541, -0.549, 28.135], [37.877, -2.158, 28.688], [35.923, -6.514, 17.491], [34.866, -6.984, 18.327], [35.628, -6.539, 16.448], [36.135, -5.470, 17.763], [36.822, -7.106, 17.679], [35.194, -7.050, 19.228], [37.509, -1.908, 16.861], [38.051, -2.729, 17.997], [39.443, -2.259, 18.436], [40.512, -2.858, 17.708], [40.655, -4.230, 17.995], [37.103, -2.809, 19.125], [36.581, -2.366, 16.482], [38.139, -1.922, 15.972], [37.170, -0.906, 17.130], [38.107, -3.763, 17.630], [39.637, -2.456, 19.501], [39.549, -1.171, 18.454], [41.056, -4.363, 19.013], [41.460, -4.574, 17.346], [39.764, -4.851, 17.922], [37.228, -3.708, 19.588], [36.207, -2.982, 18.660]],
  "total_charge": 1,
  "gap_ha": 0.1727
}

=====

# 3
{
  "formula": "C11H30ClCoIOP3",
  "method": "wB97M-V/def2-TZVPD",
  "symbols": ["C", "C", "H", "H", "H", "O", "I", "Co", "P", "C", "C", "H", "H", "H", "H", "H", "H", "C", "H", "H", "H", "P", "C", "C", "H", "H", "H", "C", "H", "H", "H", "H", "H", "H", "Cl", "C", "P", "C", "C", "H", "H", "H", "H", "H", "H", "H", "H", "H"],
  "coordinates": [[-0.018, 0.437, -5.501], [-0.021, 0.434, -4.005], [-0.004, 1.484, -5.849], [-0.936, -0.053, -5.859], [0.882, -0.090, -5.859], [-0.043, 1.417, -3.295], [-0.025, -1.539, -2.795], [-0.125, -0.717, -0.394], [1.994, -0.021, -0.559], [2.768, 1.345, 0.413], [3.063, -1.471, -0.130], [4.118, -1.218, -0.293], [3.711, 0.829, -2.052], [2.800, -2.320, -0.773], [2.754, -0.444, -2.834], [2.800, 1.150, 1.488], [2.935, -1.778, 0.916], [2.705, 0.429, -2.186], [3.797, 1.511, 0.070], [2.070, 1.184, -2.655], [2.215, 2.275, 0.243], [-2.117, 0.039, -0.548], [-2.617, 1.604, 0.252], [-2.820, 0.300, -2.219], [-3.142, -2.150, -0.321], [-4.322, -0.812, -0.103], [-3.225, -1.284, 1.237], [-3.321, -1.178, 0.149], [-2.976, -0.667, -2.718], [-3.778, 0.815, -2.093], [-3.658, 1.786, -0.051], [-1.984, 2.410, -0.143], [-2.137, 0.940, -2.783], [-2.560, 1.594, 1.349], [-0.228, -2.860, 0.323], [-1.415, -0.895, 2.901], [-0.065, -0.191, 1.896], [0.014, 1.537, 2.516], [1.332, -0.978, 2.792], [-2.298, -0.252, 2.852], [-1.067, -0.935, 3.943], [-1.652, -1.910, 2.565], [0.208, 1.524, 3.599], [0.844, 2.045, 2.013], [-0.908, 2.095, 2.314], [1.141, -0.905, 3.872], [1.385, -2.035, 2.503], [2.284, -0.486, 2.578]],
  "total_charge": 2,
  "multiplicity": 5,
  "s_squared": 6.020,
  "gap_ha": [0.2889, 0.2599]
}

=====

# 4
{
  "formula": "C11H30ClI2LaN2P2S",
  "method": "wB97M-V/def2-TZVPD",
  "symbols": ["I", "I", "La", "P", "C", "C", "H", "H", "H", "H", "H", "H", "C", "H", "H", "H", "P", "C", "C", "H", "H", "H", "C", "H", "H", "H", "H", "H", "H", "Cl", "C", "N", "C", "C", "S", "N", "C", "C", "H", "H", "H", "H", "H", "H", "H", "H", "H", "H", "H", "H"],
  "coordinates": [[1.388, 0.732, 0.556], [-1.090, 0.343, -0.265], [1.503, -3.580, -1.976], [1.100, -1.058, -3.298], [0.692, 0.702, -3.328], [2.710, -1.010, -4.181], [2.533, -0.556, -5.172], [0.172, -0.938, -5.492], [3.163, -2.011, -4.305], [0.200, -2.667, -4.956], [1.388, 1.248, -2.680], [3.393, -0.369, -3.601], [-0.005, -1.626, -4.651], [0.763, 1.070, -4.366], [-1.049, -1.534, -4.311], [-0.320, 0.846, -2.935], [0.969, -3.599, 0.781], [0.432, -2.523, 2.126], [-0.155, -5.048, 1.023], [3.004, -4.999, 0.748], [2.287, -4.811, 2.392], [3.232, -3.457, 1.660], [2.539, -4.289, 1.454], [0.050, -5.845, 0.290], [-0.007, -5.442, 2.042], [0.359, -3.138, 3.031], [-0.547, -2.099, 1.874], [-1.194, -4.703, 0.905], [1.130, -1.686, 2.244], [2.066, -5.864, -2.783], [0.849, 4.019, 0.899], [-0.556, 3.766, 1.211], [-1.510, 4.665, 0.542], [-0.937, 2.900, 2.182], [0.190, 1.986, 3.058], [-2.330, 2.819, 2.335], [-2.863, 3.698, 3.378], [-3.051, 1.554, 2.284], [0.979, 5.107, 0.787], [1.157, 3.504, -0.026], [1.444, 3.654, 1.744], [-2.539, 4.420, 0.820], [-1.287, 5.704, 0.836], [-1.405, 4.608, -0.552], [-3.957, 3.616, 3.309], [-2.548, 3.360, 4.383], [-2.588, 4.751, 3.221], [-3.031, 1.212, 1.236], [-2.619, 0.811, 2.971], [-4.103, 1.759, 2.555]],
  "total_charge": 2,
  "gap_ha": 0.1524
}

=====

# 5
{
  "formula": "C11H30ClILaOP3",
  "method": "wB97M-V/def2-TZVPD",
  "symbols": ["C", "C", "H", "H", "H", "O", "I", "La", "P", "C", "C", "H", "H", "H", "H", "H", "H", "C", "H", "H", "H", "P", "C", "C", "H", "H", "H", "C", "H", "H", "H", "H", "H", "H", "Cl", "C", "P", "C", "C", "H", "H", "H", "H", "H", "H", "H", "H", "H"],
  "coordinates": [[-0.016, 1.173, -3.117], [-0.131, 1.467, -1.667], [-0.009, 2.112, -3.759], [-0.900, 0.569, -3.408], [0.932, 0.614, -3.322], [-0.259, 2.481, -1.065], [-0.473, -1.663, 3.285], [0.025, -1.017, 0.107], [2.812, 0.017, 0.087], [3.925, 0.904, 1.235], [3.367, -1.700, 0.333], [4.413, -1.657, 0.044], [4.677, 0.317, -1.339], [2.886, -2.411, -0.347], [3.281, -0.189, -2.332], [3.761, 0.608, 2.275], [3.280, -2.073, 1.356], [3.597, 0.450, -1.505], [4.976, 0.724, 0.986], [3.385, 1.493, -1.771], [3.749, 1.981, 1.160], [-2.866, 0.029, 0.041], [-3.965, 0.941, 1.202], [-3.710, 0.477, -1.525], [-3.017, -2.374, -0.369], [-4.556, -1.598, 0.026], [-3.398, -2.031, 1.336], [-3.506, -1.665, 0.310], [-3.401, -0.165, -2.353], [-4.800, 0.363, -1.366], [-5.019, 0.771, 0.961], [-3.770, 2.013, 1.110], [-3.487, 1.519, -1.794], [-3.788, 0.661, 2.244], [-0.056, -2.438, -1.908], [-1.527, 2.863, 3.049], [-0.130, 1.922, 2.285], [0.818, 3.406, 1.779], [0.621, 1.473, 3.896], [-2.279, 2.169, 3.442], [-1.149, 3.477, 3.875], [-1.974, 3.527, 2.298], [1.042, 4.035, 2.643], [1.737, 3.156, 1.259], [0.176, 3.977, 1.114], [0.611, 2.315, 4.582], [1.615, 1.060, 3.785], [-0.023, 0.700, 4.337]],
  "total_charge": 2,
  "gap_ha": [0.2852, 0.1716]
}

=====

Number 1: total energy -20272.4001 eV. Number 2: total energy -93932.9741 eV. Number 3: total energy -100042.6181 eV. Number 4: total energy -73855.7119 eV. Number 5: total energy -63276.9005 eV.